# 1
Entry from OMol25: a cluster of 2 separate species, Cl3O2P in total (ωB97M-V with the def2-TZVPD basis set).

Geometry as XYZ:
```
6
Cl3O2P ωB97M-V with the def2-TZVPD basis set
O -0.8247 -0.2007 1.8891
O 0.6181 -0.3642 -1.0142
P 1.2322 0.5273 0.2369
Cl -2.1557 0.6071 1.3096
Cl 1.3774 -1.9712 -1.4092
Cl -0.0559 1.8958 -0.1783
```

The calculation puts the lowest unoccupied orbital energy (alpha / beta) at -0.077 / -0.077 Eh. The value obtained for the calculated total energy is -50945.8600 eV. The value obtained for the energy relative to the best compared isomer or geometry (same formula, charge and spin) is 5.771 eV. The value obtained for the HOMO energy (alpha / beta) is -8.91 / -8.89 eV.

Atomic partial charges in e from the Löwdin method, atoms 1 to 4:
1. O -0.899
2. O -0.970
3. P 0.586
4. Cl 0.414

# 2
Entry from OMol25: the molecule Cl3OPS2 (ωB97M-V with the def2-TZVPD basis set).

Geometry as XYZ:
```
7
Cl3OPS2 ωB97M-V with the def2-TZVPD basis set
O -0.0930 0.7562 0.1712
P 0.2455 -0.6984 0.9515
S 1.1430 -0.1556 -2.3228
S -0.2137 0.8609 -1.4989
Cl 2.0156 -0.1848 1.9656
Cl -1.0400 -0.4694 2.3808
Cl -2.0574 -0.1089 -1.6475
```

The calculation puts the lowest unoccupied orbital energy at -0.033 Eh. The value obtained for the calculated total energy is -70575.1111 eV. The value obtained for the energy relative to the best compared isomer or geometry (same formula, charge and spin) is 0.393 eV. The value obtained for the HOMO energy is -9.71 eV.

Atomic partial charges in e from the Löwdin method, atoms 1 to 4:
1. O -0.928
2. P 0.063
3. S 0.179
4. S 0.101

# 3
Entry from OMol25: a structure of composition Cl4NOP (ωB97M-V with the def2-TZVPD basis set).

Geometry as XYZ:
```
7
Cl4NOP ωB97M-V with the def2-TZVPD basis set
N 1.0039 0.2327 0.2480
O -0.6296 -0.8032 -1.6211
P -0.3954 0.4697 1.2975
Cl 0.7836 -0.8636 -1.0602
Cl 1.6993 1.6472 -0.4320
Cl -1.8406 0.7871 -0.0613
Cl -0.6212 -1.4700 1.6291
```

The calculation puts the lowest unoccupied orbital energy at -0.011 Eh. The value obtained for the calculated total energy is -62911.7849 eV. The value obtained for the energy relative to the best compared isomer or geometry (same formula, charge and spin) is 3.995 eV. The value obtained for the HOMO energy is -9.68 eV.

Atomic partial charges in e from the Löwdin method, atoms 1 to 4:
1. N -1.166
2. O -0.771
3. P 0.083
4. Cl 0.832